# 1
DFT (ωB97M-V/def2-TZVPD) results for a structure of composition C4H6O2S.

Values from the calculation:
ΔE to the lowest compared entry with this formula, charge and spin: 5.669 eV
calculated total energy: -19169.6378 eV

Each line ends with the natural charge from an NBO analysis.
Positions of all 13 atoms, in Å:
C -1.46 0.00 0.40  0.13
C -0.09 0.53 -0.04  0.05
C 1.83 0.27 -0.35  -0.21
C -0.15 -0.69 0.83  -0.47
H -2.82 -0.10 -1.02  0.48
H -1.91 0.36 1.38  0.20
H 0.00 0.29 -1.04  0.16
H 1.89 0.16 -1.53  0.18
H 2.92 0.55 0.08  0.22
H -0.15 -0.44 1.91  0.22
O -2.16 -0.64 -0.63  -0.69
O 0.95 1.27 0.07  -0.47
S 1.14 -1.55 -0.04  0.21

***

# 2
DFT (ωB97M-V/def2-TZVPD) results for a structure of composition C31H21BrF4N5OPS2V.

Values from the calculation:
ΔE to the lowest compared entry with this formula, charge and spin: 1.517 eV
calculated total energy: -179544.4110 eV
2S+1: 4

Each line ends with the natural charge from an NBO analysis.
Positions of all 67 atoms, in Å:
V -0.59 0.60 0.10  0.59
N -2.16 4.32 1.68  -0.79
C -1.82 3.09 1.25  0.29
S -0.37 2.97 0.31  -0.23
N -2.57 2.07 1.58  -0.43
N -2.18 0.89 1.11  -0.30
C -2.90 -0.18 1.39  0.18
C -4.09 -0.16 2.26  -0.11
C -3.99 -0.78 3.51  -0.19
C -5.07 -0.79 4.37  -0.21
C -6.26 -0.20 3.98  -0.21
C -6.37 0.41 2.74  -0.23
C -5.28 0.44 1.89  -0.11
C -2.30 -1.41 1.01  0.12
C -2.91 -2.67 1.15  -0.21
C -2.19 -3.80 0.88  -0.18
C -0.83 -3.66 0.54  -0.28
C -0.31 -2.40 0.39  0.06
N -1.03 -1.29 0.54  -0.52
H -1.55 5.09 1.46  0.41
H -2.92 4.44 2.33  0.40
H -3.05 -1.23 3.80  0.21
H -4.97 -1.26 5.34  0.21
H -7.11 -0.22 4.65  0.21
H -7.30 0.87 2.45  0.21
H -5.36 0.91 0.92  0.21
H -3.93 -2.71 1.49  0.24
H -2.63 -4.78 0.96  0.22
H -0.20 -4.53 0.41  0.22
H 0.74 -2.27 0.12  0.20
F 5.65 -1.18 3.21  -0.28
C 4.76 -0.78 2.30  0.34
C 5.16 -0.51 0.99  0.25
F 6.46 -0.61 0.66  -0.28
C 4.24 -0.12 0.04  0.41
F 4.72 0.21 -1.17  -0.30
C 2.87 0.00 0.31  -0.42
P 1.54 0.34 -0.93  1.00
C 1.68 -1.02 -2.17  -0.38
C 2.85 -1.37 -2.82  -0.13
C 2.89 -2.48 -3.65  -0.23
C 1.75 -3.24 -3.86  -0.18
C 0.55 -2.85 -3.28  -0.20
C 0.52 -1.74 -2.44  -0.18
C 2.29 1.75 -1.80  -0.37
C 2.19 1.87 -3.18  -0.13
C 2.77 2.95 -3.82  -0.20
C 3.45 3.91 -3.09  -0.20
C 3.50 3.82 -1.71  -0.21
C 2.92 2.75 -1.06  -0.19
C 2.51 -0.17 1.67  -0.12
Br 0.81 0.37 2.30  0.32
C 3.43 -0.56 2.64  0.29
F 3.03 -0.72 3.90  -0.29
H 3.75 -0.79 -2.70  0.22
H 3.82 -2.75 -4.13  0.22
H 1.79 -4.12 -4.48  0.22
H -0.35 -3.41 -3.47  0.22
H -0.43 -1.45 -2.00  0.23
H 1.64 1.13 -3.75  0.22
H 2.71 3.04 -4.89  0.22
H 3.93 4.74 -3.59  0.22
H 4.01 4.58 -1.13  0.22
H 2.95 2.68 0.02  0.22
O -1.35 2.05 -3.52  -0.89
S -2.15 1.20 -2.64  1.34
N -1.38 0.73 -1.41  -0.95